1.
Below is 9 unconnected molecules or ions with the total composition C52H57N4O12 in a non-equilibrium geometry, with properties calculated with ωB97M-V/def2-TZVPD.

The geometry in XYZ format:
```
125
Properties=species:S:1:pos:R:3
C 2.316 41.488 8.246
C 3.597 40.800 7.930
N 4.737 40.811 8.918
C 6.048 40.980 8.620
C 6.690 41.032 9.827
N 5.774 41.080 10.830
C 4.645 40.917 10.266
C 6.054 41.241 12.335
H 1.759 41.623 7.475
H 2.517 42.501 8.664
H 1.720 41.069 9.105
H 3.848 41.061 6.924
H 3.395 39.667 7.771
H 6.544 41.063 7.699
H 7.832 41.107 9.902
H 3.729 40.965 10.886
H 5.035 41.223 12.774
H 6.280 42.394 12.434
H 6.765 40.588 12.890
N 8.723 43.887 11.923
C 9.019 43.427 13.205
C 8.412 43.973 14.356
C 7.594 45.103 14.120
C 7.327 45.609 12.869
C 7.996 44.949 11.774
H 9.810 42.866 13.288
H 8.686 43.463 15.336
H 7.204 45.659 15.041
H 6.516 46.210 12.798
H 7.893 45.356 10.734
N 1.948 41.810 12.518
C 1.819 40.805 13.336
C 0.661 39.920 13.323
C -0.502 40.257 12.607
C -0.331 41.361 11.727
C 0.798 42.126 11.707
H 2.708 40.645 13.970
H 0.788 39.032 14.053
H -1.331 39.781 12.649
H -1.072 41.564 10.963
H 0.898 43.234 11.242
C 4.234 39.701 16.990
C 3.730 40.810 17.963
C 4.245 42.041 17.825
C 5.063 42.286 16.750
C 5.598 41.296 15.855
C 5.102 39.996 16.004
O 5.586 39.038 15.156
O 3.776 43.054 18.758
H 3.756 38.790 17.312
H 2.949 40.404 18.696
H 5.396 43.529 16.696
H 6.336 41.695 15.219
H 5.242 38.080 15.090
H 3.457 42.886 19.491
C 9.164 39.405 14.693
C 9.674 39.338 16.089
C 11.040 39.147 16.276
C 11.906 38.845 15.178
C 11.375 38.879 13.933
C 9.992 39.146 13.673
O 9.473 39.016 12.454
O 11.556 39.185 17.620
H 8.195 39.689 14.417
H 9.000 39.792 16.880
H 13.007 38.659 15.510
H 12.034 38.771 13.148
H 9.962 38.589 11.683
H 11.856 38.204 17.684
C 4.453 37.861 11.808
C 5.982 37.676 11.772
C 6.583 37.454 10.454
C 5.674 37.413 9.365
C 4.294 37.487 9.436
C 3.602 37.599 10.648
O 2.296 37.786 10.768
O 8.015 37.416 10.436
H 3.970 37.996 12.886
H 6.569 37.873 12.771
H 6.112 37.336 8.479
H 3.792 37.423 8.442
H 1.993 37.570 11.629
H 8.373 37.253 9.613
C -0.276 44.140 5.807
C -1.113 44.044 7.175
C -1.393 45.286 7.792
C -0.916 46.504 7.267
C -0.171 46.528 6.086
C 0.139 45.340 5.349
O 0.922 45.363 4.263
O -2.321 45.166 8.799
H -0.031 43.189 5.681
H -1.348 43.026 7.638
H -1.428 47.343 7.636
H 0.049 47.329 5.540
H 0.875 44.755 3.424
H -2.871 44.479 8.612
C 9.959 37.156 8.238
C 11.061 36.612 9.186
C 11.734 37.583 9.983
C 11.552 38.940 9.775
C 10.690 39.393 8.733
C 9.785 38.510 8.046
O 8.999 38.885 6.970
O 12.572 37.090 10.997
H 9.457 36.524 7.577
H 11.088 35.512 9.381
H 11.918 39.731 10.404
H 10.597 40.439 8.754
H 8.638 39.869 7.066
H 12.521 36.244 10.830
C 2.574 41.702 2.997
C 3.631 41.014 3.791
C 4.808 41.701 3.919
C 4.988 43.000 3.429
C 3.894 43.685 2.773
C 2.740 42.974 2.562
O 1.727 43.607 1.873
O 5.719 41.091 4.641
H 1.603 41.147 3.042
H 3.441 39.867 4.351
H 5.768 43.671 3.445
H 4.227 44.732 2.293
H 0.918 43.129 1.563
H 6.525 41.576 4.998
```

Computed properties:
- Gap between HOMO and LUMO: 7.673 eV
- ΔE to the lowest compared entry with this formula, charge and spin: 48.5 kcal per mole
- Net charge: +1
- DFT total energy: -85357.07896 eV
- M: 930.044 u

2.
Below is a molecular structure, C52H58AsN6ORhS3SeSi2 in a non-equilibrium geometry, with properties calculated with ωB97M-V/def2-TZVPD.

The geometry in XYZ format:
```
125
Properties=species:S:1:pos:R:3
Rh -0.050 0.044 0.237
C -0.884 -4.652 3.248
Si -0.051 -3.074 2.526
C 0.520 -2.148 4.094
C 1.301 -3.836 1.402
C -1.120 -1.951 1.418
C -1.256 -2.515 0.078
C -1.865 -3.732 -0.250
C -1.974 -4.096 -1.573
C -1.444 -3.266 -2.555
C -0.826 -2.097 -2.159
N -0.750 -1.739 -0.884
Si -2.810 -1.342 2.039
C -2.658 -0.264 3.600
C -3.628 -0.410 0.576
C -3.999 -2.778 2.494
H -0.125 -5.275 3.712
H -1.372 -5.256 2.491
H -1.616 -4.415 4.011
H 1.428 -2.582 4.500
H -0.244 -2.205 4.861
H 0.713 -1.098 3.904
H 2.132 -4.240 1.970
H 1.700 -3.105 0.705
H 0.884 -4.648 0.812
H -2.254 -4.352 0.540
H -2.463 -5.016 -1.854
H -1.508 -3.526 -3.599
H -0.383 -1.419 -2.877
H -1.804 0.400 3.540
H -2.528 -0.878 4.484
H -3.546 0.344 3.748
H -2.870 -0.069 -0.130
H -4.204 0.452 0.898
H -4.301 -1.063 0.028
H -3.590 -3.390 3.289
H -4.197 -3.424 1.645
H -4.953 -2.392 2.838
C 6.237 0.588 6.231
C 5.250 0.339 5.134
C 4.249 1.253 4.848
C 3.329 1.034 3.837
C 2.279 2.058 3.590
C 3.384 -0.143 3.075
Se 2.146 -0.492 1.632
C 4.401 -1.075 3.346
C 4.538 -2.368 2.606
C 5.307 -0.814 4.363
H 6.017 1.522 6.741
H 7.247 0.638 5.828
H 6.210 -0.222 6.960
H 4.174 2.162 5.429
H 1.302 1.619 3.792
H 2.407 2.928 4.229
H 2.294 2.382 2.548
H 4.000 -2.338 1.663
H 4.132 -3.181 3.207
H 5.585 -2.587 2.414
H 6.080 -1.543 4.563
C -0.467 2.483 -5.119
N -1.006 2.597 -3.783
C -1.786 3.624 -3.407
C -2.287 3.684 -2.150
C -1.951 2.625 -1.253
N -1.162 1.619 -1.622
C -0.703 1.544 -2.887
O -0.042 0.620 -3.332
N -2.490 2.592 -0.035
H -0.703 3.379 -5.691
H -0.888 1.603 -5.612
H 0.616 2.344 -5.064
H -1.990 4.380 -4.153
H -2.926 4.488 -1.830
H -2.895 3.422 0.359
H -2.107 1.905 0.611
S -2.046 5.220 6.001
C -1.631 4.554 4.558
S -1.106 2.884 4.484
C -0.958 3.052 2.719
N -1.290 4.222 2.301
N -1.631 5.078 3.299
C -1.834 6.422 2.926
C -1.878 6.738 1.567
C -2.021 8.051 1.162
C -2.132 9.072 2.092
C -2.093 8.758 3.439
C -1.942 7.450 3.857
S -0.285 1.750 1.865
H -1.776 5.952 0.835
H -2.043 8.277 0.106
H -2.243 10.097 1.769
H -2.176 9.533 4.186
H -1.903 7.240 4.910
C 4.233 1.085 -5.663
C 3.744 2.086 -4.839
C 3.045 1.757 -3.690
C 2.822 0.428 -3.347
C 3.273 -0.565 -4.206
C 3.980 -0.240 -5.353
As 2.035 0.024 -1.565
C 3.611 0.793 -0.720
C 3.790 2.115 -0.358
C 4.984 2.513 0.225
C 5.988 1.585 0.455
C 5.817 0.260 0.092
C 4.634 -0.145 -0.511
C 4.296 -1.502 -0.924
C 5.134 -2.608 -0.858
C 4.670 -3.853 -1.246
C 3.369 -4.007 -1.697
C 2.529 -2.906 -1.787
C 2.988 -1.658 -1.407
H 4.807 1.340 -6.543
H 3.920 3.125 -5.089
H 2.678 2.541 -3.033
H 3.086 -1.606 -3.973
H 4.343 -1.028 -5.999
H 2.987 2.829 -0.520
H 5.132 3.547 0.504
H 6.908 1.899 0.929
H 6.606 -0.454 0.279
H 6.151 -2.497 -0.512
H 5.324 -4.712 -1.190
H 3.008 -4.984 -1.985
H 1.513 -3.015 -2.150
```

Computed properties:
- Spin multiplicity: 5
- Gap between HOMO and LUMO (alpha / beta): 7.567 / 5.710 eV
- ΔE to the lowest compared entry with this formula, charge and spin: 35.2 kcal per mole
- DFT total energy: -243308.14914 eV
- M: 1192.238 u
- <S²>: 6.030

3.
Below is a molecular structure, C52H58N3O3V, with properties calculated with ωB97M-V/def2-TZVPD.

The geometry in XYZ format:
```
117
Properties=species:S:1:pos:R:3
V -0.996 -0.377 -0.450
C -2.987 1.358 4.663
C -3.045 0.596 3.340
C -4.495 0.428 2.885
C -2.362 -0.757 3.420
C -2.784 -1.666 4.384
C -2.267 -2.948 4.440
C -1.316 -3.345 3.515
C -0.861 -2.469 2.537
C 0.151 -2.911 1.500
C -0.559 -3.416 0.241
C 1.112 -3.984 2.000
C -1.377 -1.165 2.505
N -0.946 -0.304 1.476
C -0.260 0.849 1.748
C -0.272 1.828 0.774
N -0.938 1.558 -0.397
C -1.306 2.671 -1.195
C -0.559 2.999 -2.334
C -0.903 4.152 -3.034
C -1.959 4.950 -2.629
C -2.703 4.595 -1.517
C -2.394 3.455 -0.787
C -3.220 3.087 0.427
C -3.132 4.152 1.518
C -4.672 2.808 0.037
C 0.626 2.170 -2.775
C 1.945 2.859 -2.428
C 0.565 1.820 -4.260
C 0.438 3.019 1.271
C 0.709 4.278 0.817
C 1.431 5.163 1.668
C 1.858 4.799 2.918
C 1.580 3.494 3.414
C 1.949 2.957 4.680
C 1.603 1.673 5.009
C 0.865 0.832 4.128
C 0.497 1.331 2.912
C 0.876 2.656 2.573
H -3.398 2.360 4.539
H -1.963 1.456 5.017
H -3.569 0.857 5.437
H -2.528 1.198 2.591
H -5.063 -0.177 3.593
H -4.561 -0.072 1.916
H -4.989 1.395 2.799
H -3.545 -1.368 5.094
H -2.613 -3.640 5.195
H -0.916 -4.347 3.558
H 0.742 -2.033 1.216
H -1.224 -4.251 0.477
H 0.153 -3.729 -0.523
H -1.202 -2.654 -0.231
H 0.635 -4.964 2.066
H 1.506 -3.735 2.986
H 1.952 -4.071 1.313
H -0.325 4.432 -3.905
H -2.202 5.848 -3.179
H -3.532 5.218 -1.206
H -2.790 2.170 0.847
H -3.598 5.085 1.198
H -2.095 4.363 1.776
H -3.647 3.819 2.420
H -5.146 3.702 -0.368
H -5.254 2.489 0.902
H -4.737 2.037 -0.732
H 0.596 1.242 -2.204
H 2.029 3.817 -2.947
H 2.786 2.233 -2.722
H 2.024 3.044 -1.357
H 0.691 2.704 -4.887
H -0.383 1.352 -4.527
H 1.367 1.124 -4.511
H 0.392 4.618 -0.159
H 1.648 6.158 1.305
H 2.407 5.502 3.531
H 2.507 3.565 5.379
H 1.896 1.277 5.971
H 0.607 -0.173 4.437
C 6.819 -3.968 -1.024
C 5.393 -4.084 -1.485
C 4.552 -5.011 -0.881
C 3.229 -5.126 -1.273
C 2.736 -4.323 -2.284
C 3.569 -3.391 -2.891
N 3.084 -2.593 -3.947
C 1.747 -2.269 -4.103
C 1.141 -2.508 -5.342
C -0.197 -2.249 -5.554
C -0.985 -1.776 -4.511
C -0.372 -1.513 -3.302
C 0.984 -1.693 -3.067
C 1.620 -1.121 -1.817
O 2.814 -0.926 -1.737
O 0.789 -0.801 -0.858
C 4.899 -3.249 -2.492
C 5.747 -2.183 -3.120
H 7.052 -4.746 -0.299
H 7.005 -3.005 -0.547
H 7.521 -4.057 -1.853
H 4.941 -5.647 -0.097
H 2.584 -5.858 -0.805
H 1.714 -4.430 -2.620
H 3.618 -2.639 -4.802
H 1.741 -2.940 -6.131
H -0.632 -2.451 -6.523
H -2.041 -1.600 -4.644
H -1.006 -1.134 -2.496
H 5.137 -1.310 -3.347
H 6.216 -2.520 -4.049
H 6.548 -1.870 -2.457
C -3.867 -1.710 -0.127
O -3.150 -0.534 -0.534
H -4.938 -1.506 -0.144
H -3.550 -2.025 0.870
H -3.630 -2.484 -0.855
H -3.380 0.204 0.050
```

Computed properties:
- Spin multiplicity: 3
- Gap between HOMO and LUMO (alpha / beta): 6.757 / 6.695 eV
- ΔE to the lowest compared entry with this formula, charge and spin: 5.7 kcal per mole
- DFT total energy: -91169.27224 eV
- M: 823.998 u
- <S²>: 2.197

4.
Below is a molecular structure, C52H59BFeN6P2S5, with properties calculated with ωB97M-V/def2-TZVPD.

The geometry in XYZ format:
```
126
Properties=species:S:1:pos:R:3
Fe 1.349 -0.297 -0.724
C -1.696 -1.817 3.450
C -1.646 -0.378 3.052
C -2.234 0.608 3.777
C -2.156 1.969 3.372
N -1.482 2.306 2.313
N -0.899 1.328 1.600
B -0.232 1.856 0.360
N 0.861 2.871 0.597
N 0.391 4.123 0.437
C 1.225 5.110 0.594
C 2.587 4.865 0.917
C 3.054 3.600 1.079
C 4.483 3.294 1.385
C 2.114 2.540 0.896
S 2.563 0.891 1.040
C 0.686 6.521 0.446
C 0.806 7.225 1.804
C -0.778 6.502 0.012
C 1.520 7.267 -0.604
N -1.007 1.815 -0.832
N -2.343 1.605 -0.622
C -3.125 1.590 -1.665
C -2.634 1.787 -2.976
C -1.276 1.900 -3.196
C -0.702 1.959 -4.576
C -0.429 1.874 -2.087
S 1.288 1.733 -2.146
C -4.604 1.396 -1.339
C -4.760 0.226 -0.361
C -5.113 2.684 -0.679
C -5.427 1.108 -2.595
C -0.957 0.024 1.861
S -0.332 -1.150 0.784
C -2.851 3.073 4.147
C -2.658 4.423 3.458
C -2.259 3.130 5.561
C -4.350 2.750 4.219
H -2.380 -1.957 4.285
H -0.702 -2.162 3.743
H -2.013 -2.442 2.614
H -2.765 0.358 4.687
H 3.265 5.702 1.016
H 5.053 4.213 1.503
H 4.920 2.700 0.581
H 4.568 2.700 2.295
H 0.229 6.700 2.568
H 0.420 8.242 1.726
H 1.842 7.288 2.141
H -1.402 5.962 0.724
H -0.898 6.023 -0.961
H -1.138 7.529 -0.061
H 2.565 7.367 -0.309
H 1.121 8.274 -0.737
H 1.483 6.757 -1.568
H -3.311 1.774 -3.817
H -1.494 2.043 -5.317
H -0.122 1.054 -4.772
H -0.020 2.802 -4.684
H -4.159 0.380 0.535
H -4.449 -0.714 -0.820
H -5.807 0.134 -0.067
H -4.498 2.938 0.186
H -6.145 2.553 -0.348
H -5.086 3.523 -1.377
H -5.071 0.216 -3.114
H -5.418 1.945 -3.294
H -6.466 0.936 -2.312
H -1.602 4.674 3.359
H -3.146 5.197 4.053
H -3.093 4.429 2.458
H -1.192 3.354 5.529
H -2.395 2.192 6.102
H -2.754 3.915 6.135
H -4.782 2.677 3.219
H -4.869 3.545 4.755
H -4.547 1.816 4.747
S -0.497 -1.289 -2.730
P 0.541 -2.904 -2.289
C 1.975 -2.284 -1.301
P 2.853 -2.559 0.290
S 2.851 -1.133 -2.193
C 2.219 -4.055 1.115
C 2.280 -5.314 0.517
C 1.835 -6.433 1.196
C 1.334 -6.305 2.488
C 1.292 -5.062 3.099
C 1.740 -3.938 2.414
C 4.489 -3.192 -0.224
C 4.793 -3.685 -1.489
C 6.058 -4.188 -1.757
C 7.027 -4.202 -0.765
C 6.729 -3.714 0.499
C 5.466 -3.208 0.768
C -0.488 -4.198 -1.557
C -1.192 -4.981 -2.478
C -2.118 -5.915 -2.046
C -2.360 -6.074 -0.688
C -1.682 -5.288 0.229
C -0.756 -4.349 -0.201
C 1.356 -3.708 -3.681
C 1.612 -2.980 -4.838
C 2.365 -3.547 -5.856
C 2.866 -4.833 -5.717
C 2.606 -5.566 -4.564
C 1.852 -5.006 -3.546
H 2.693 -5.418 -0.480
H 1.877 -7.406 0.725
H 0.989 -7.181 3.022
H 0.922 -4.968 4.112
H 1.707 -2.961 2.882
H 4.047 -3.690 -2.276
H 6.283 -4.570 -2.745
H 8.015 -4.589 -0.977
H 7.482 -3.721 1.276
H 5.243 -2.822 1.757
H -1.019 -4.862 -3.541
H -2.653 -6.514 -2.770
H -3.081 -6.806 -0.349
H -1.867 -5.405 1.289
H -0.259 -3.740 0.534
H 1.214 -1.977 -4.931
H 2.562 -2.983 -6.758
H 3.455 -5.271 -6.511
H 2.986 -6.573 -4.463
H 1.635 -5.584 -2.656
```

Computed properties:
- Spin multiplicity: 6
- Gap between HOMO and LUMO (alpha / beta): 4.698 / 6.970 eV
- ΔE to the lowest compared entry with this formula, charge and spin: 20.7 kcal per mole
- Net charge: +1
- DFT total energy: -171638.00897 eV
- M: 1057.026 u
- <S²>: 8.919